Entry 1:
{"formula": "C24H36NaP2S3Te", "method": "ωB97M-V with the def2-TZVPD basis set", "charge": 1, "multiplicity": 1, "de_lowest_kj_mol": 0.0, "species": ["Na", "C", "C", "S", "C", "C", "S", "C", "C", "S", "H", "H", "H", "H", "H", "H", "H", "H", "H", "H", "H", "H", "C", "P", "C", "C", "C", "C", "C", "C", "C", "P", "C", "C", "H", "H", "H", "H", "H", "H", "H", "H", "H", "H", "H", "H", "H", "H", "H", "H", "C", "Te", "C", "C", "C", "C", "C", "C", "C", "H", "H", "H", "H", "H", "H", "H", "H"], "xyz": [[-1.293, 0.156, 0.498], [-4.261, 1.523, -1.020], [-4.381, 2.315, 0.286], [-2.853, 2.361, 1.277], [-3.414, 1.826, 2.922], [-4.119, 0.478, 3.036], [-3.203, -0.966, 2.398], [-4.470, -1.738, 1.350], [-5.043, -0.894, 0.218], [-3.778, -0.227, -0.905], [-3.485, 1.959, -1.654], [-5.200, 1.591, -1.570], [-5.174, 1.920, 0.918], [-4.648, 3.343, 0.043], [-4.058, 2.602, 3.335], [-2.495, 1.823, 3.508], [-5.079, 0.499, 2.524], [-4.333, 0.299, 4.090], [-5.283, -2.087, 1.987], [-3.974, -2.623, 0.948], [-5.623, -0.060, 0.606], [-5.727, -1.510, -0.365], [1.795, -3.013, 0.004], [0.729, -1.693, -0.683], [-0.088, -2.652, -2.033], [1.906, -0.639, -1.633], [3.256, -0.975, -1.702], [4.163, -0.187, -2.396], [3.730, 0.961, -3.035], [2.389, 1.312, -2.974], [1.465, 0.534, -2.281], [-0.312, 1.026, -2.240], [-0.839, 0.631, -3.957], [-0.243, 2.859, -2.361], [2.324, -3.559, -0.777], [1.141, -3.707, 0.533], [2.509, -2.607, 0.721], [0.645, -3.006, -2.758], [-0.840, -2.046, -2.536], [-0.596, -3.508, -1.587], [3.624, -1.858, -1.198], [5.206, -0.474, -2.429], [4.428, 1.582, -3.582], [2.067, 2.211, -3.482], [-0.192, 1.141, -4.673], [-1.869, 0.958, -4.105], [-0.789, -0.441, -4.139], [0.233, 3.214, -3.274], [0.273, 3.278, -1.496], [-1.271, 3.229, -2.350], [1.617, -0.831, 3.437], [0.576, 0.983, 3.022], [2.160, 1.422, 1.652], [3.199, 0.347, 1.867], [4.428, 0.425, 1.215], [5.389, -0.552, 1.401], [5.131, -1.624, 2.248], [3.915, -1.705, 2.904], [2.942, -0.723, 2.718], [1.033, -1.681, 3.088], [1.752, -0.919, 4.513], [2.555, 2.410, 1.878], [1.789, 1.423, 0.627], [4.626, 1.260, 0.553], [6.342, -0.475, 0.895], [5.882, -2.387, 2.405], [3.714, -2.534, 3.572]], "mulliken_charge": [0.385, -0.492, -0.888, -0.038, -0.590, -0.786, -0.003, -0.796, -0.842, 0.050, 0.063, 0.512, 0.408, 0.537, 0.446, 0.220, 0.366, 0.499, 0.446, 0.410, 0.376, 0.498, -1.431, 0.831, -1.207, 0.347, -0.231, -0.860, -1.017, -0.761, 0.367, 0.917, -1.392, -1.570, 0.471, 0.421, 0.212, 0.347, 0.194, 0.479, 0.271, 0.429, 0.424, 0.298, 0.438, 0.441, 0.367, 0.482, 0.422, 0.406, -1.155, 0.036, -0.642, 0.785, -0.781, -0.681, -0.580, -0.613, 0.403, 0.393, 0.594, 0.614, -0.022, 0.451, 0.455, 0.431, 0.438]}

Entry 2:
{"formula": "C24H36O20V", "method": "ωB97M-V with the def2-TZVPD basis set", "charge": 1, "multiplicity": 1, "de_lowest_kj_mol": 40.5, "species": ["O", "V", "O", "C", "C", "C", "O", "C", "O", "O", "H", "H", "H", "H", "H", "H", "C", "C", "C", "O", "C", "O", "O", "H", "H", "H", "H", "H", "H", "C", "C", "C", "O", "C", "O", "O", "H", "H", "H", "H", "H", "H", "C", "C", "C", "O", "C", "O", "O", "H", "H", "H", "H", "H", "H", "C", "C", "C", "O", "C", "O", "O", "H", "H", "H", "H", "H", "H", "C", "C", "C", "O", "C", "O", "O", "H", "H", "H", "H", "H", "H"], "xyz": [[1.537, 20.391, -14.070], [1.487, 21.744, -14.866], [2.636, 21.734, -15.942], [2.810, 17.935, -12.632], [3.544, 16.724, -12.129], [2.679, 15.435, -12.165], [3.379, 14.560, -13.032], [4.487, 15.164, -13.538], [5.212, 14.678, -14.325], [4.643, 16.397, -12.998], [3.298, 18.887, -12.413], [1.815, 17.997, -12.186], [2.706, 17.888, -13.718], [4.013, 16.876, -11.157], [1.712, 15.664, -12.617], [2.543, 14.995, -11.180], [1.625, 20.829, -19.598], [1.596, 19.322, -19.647], [0.214, 18.670, -19.846], [0.425, 17.706, -20.875], [1.659, 17.883, -21.423], [2.085, 17.250, -22.320], [2.308, 18.903, -20.810], [2.670, 21.104, -19.761], [1.357, 21.284, -18.643], [1.004, 21.250, -20.391], [2.055, 18.915, -18.743], [-0.540, 19.377, -20.203], [-0.142, 18.193, -18.937], [-1.542, 25.350, -19.610], [-0.168, 25.112, -19.040], [0.335, 26.238, -18.101], [0.510, 25.582, -16.840], [0.298, 24.279, -16.971], [0.531, 23.501, -16.084], [-0.155, 23.950, -18.170], [-2.234, 25.747, -18.869], [-1.947, 24.433, -20.038], [-1.434, 26.043, -20.446], [0.531, 24.927, -19.854], [-0.428, 27.005, -18.003], [1.296, 26.641, -18.404], [-4.903, 22.187, -13.428], [-3.648, 22.135, -12.574], [-3.161, 20.721, -12.211], [-1.749, 20.773, -12.505], [-1.477, 21.869, -13.190], [-0.391, 22.123, -13.643], [-2.521, 22.677, -13.302], [-4.840, 21.466, -14.242], [-5.010, 23.190, -13.840], [-5.763, 21.986, -12.790], [-3.805, 22.725, -11.671], [-3.605, 19.932, -12.814], [-3.294, 20.512, -11.154], [-3.870, 22.850, -17.549], [-3.307, 21.525, -17.089], [-2.865, 20.563, -18.202], [-1.511, 20.241, -17.865], [-1.139, 20.922, -16.790], [-0.061, 20.789, -16.275], [-2.095, 21.739, -16.341], [-4.208, 23.432, -16.686], [-4.713, 22.720, -18.223], [-3.081, 23.464, -17.987], [-4.051, 21.063, -16.436], [-2.913, 21.017, -19.192], [-3.442, 19.641, -18.232], [7.448, 21.170, -12.671], [6.375, 20.355, -13.351], [5.631, 21.101, -14.464], [5.414, 20.083, -15.432], [6.327, 19.091, -15.251], [6.530, 18.215, -16.012], [6.974, 19.275, -14.073], [8.117, 21.629, -13.394], [8.010, 20.537, -11.987], [6.978, 21.963, -12.081], [5.670, 19.972, -12.610], [6.199, 21.927, -14.894], [4.686, 21.475, -14.064]], "mulliken_charge": [-0.332, 1.349, -0.409, -1.348, 0.465, -0.452, -0.354, 0.600, -0.482, -0.323, 0.227, 0.416, 0.339, 0.321, 0.265, 0.300, -1.238, 0.599, -0.105, -0.384, 0.505, -0.492, -0.411, 0.443, 0.037, 0.386, 0.250, 0.117, 0.239, -1.652, 0.550, -0.538, -0.342, 0.434, 0.026, -0.201, 0.426, 0.347, 0.463, 0.284, 0.353, 0.318, -1.283, 0.480, -0.549, -0.284, 0.576, -0.761, -0.290, 0.177, 0.323, 0.440, 0.335, 0.317, 0.316, -1.343, 0.723, -0.633, -0.201, 0.253, -0.045, -0.160, 0.330, 0.449, 0.113, 0.055, 0.333, 0.362, -1.589, 0.759, -0.152, -0.249, 0.600, -0.512, -0.376, 0.382, 0.374, 0.386, 0.045, 0.321, -0.018]}

Entry 3:
{"formula": "C24H37BClIN7O7PS", "method": "ωB97M-V with the def2-TZVPD basis set", "smiles": "NB(O)c1c(CCCI)c(Cl)c2c(c1CCC(=O)O)C(=O)N(CCSc1nnco1)C2=O.CN(C)P(=O)(N(C)C)N(C)C", "multiplicity": 1, "species": ["N", "B", "O", "C", "C", "C", "C", "C", "I", "C", "Cl", "C", "C", "C", "C", "C", "C", "O", "O", "C", "O", "N", "C", "C", "S", "C", "N", "N", "C", "O", "C", "O", "H", "H", "H", "H", "H", "H", "H", "H", "H", "H", "H", "H", "H", "H", "H", "H", "H", "H", "H", "O", "P", "N", "C", "C", "N", "C", "C", "N", "C", "C", "H", "H", "H", "H", "H", "H", "H", "H", "H", "H", "H", "H", "H", "H", "H", "H", "H", "H"], "xyz": [[1.943, -0.872, 3.744], [1.213, -0.491, 2.498], [1.784, 0.314, 1.501], [-0.324, -0.986, 2.307], [-1.459, -0.062, 2.517], [-1.261, 1.425, 2.917], [-1.967, 2.480, 1.964], [-2.099, 2.028, 0.470], [-3.244, 3.566, -0.598], [-2.842, -0.586, 2.364], [-4.297, 0.401, 2.638], [-2.979, -1.965, 1.976], [-1.876, -2.915, 1.756], [-0.525, -2.416, 1.948], [0.654, -3.421, 1.728], [1.068, -3.349, 0.186], [2.584, -3.079, -0.051], [3.278, -4.011, -0.370], [3.169, -1.818, 0.046], [-2.414, -4.302, 1.350], [-1.861, -5.340, 1.121], [-3.863, -4.153, 1.274], [-4.379, -4.618, -0.036], [-5.901, -4.333, -0.276], [-7.033, -5.225, 0.865], [-7.970, -3.895, 1.674], [-8.295, -3.813, 2.978], [-8.958, -2.633, 3.144], [-9.028, -2.029, 1.955], [-8.423, -2.782, 0.986], [-4.232, -2.858, 1.725], [-5.312, -2.378, 1.973], [1.888, -1.877, 3.920], [1.415, -0.444, 4.519], [2.419, 0.906, 1.956], [-0.195, 1.740, 3.037], [-1.736, 1.547, 3.935], [-1.417, 3.464, 1.966], [-2.968, 2.717, 2.418], [-1.101, 1.884, -0.017], [-2.673, 1.085, 0.317], [0.280, -4.469, 1.896], [1.511, -3.286, 2.433], [0.750, -4.273, -0.364], [0.478, -2.509, -0.284], [3.684, -1.726, 0.867], [-3.767, -4.176, -0.867], [-4.240, -5.734, -0.117], [-6.103, -3.229, -0.235], [-6.136, -4.639, -1.335], [-9.516, -1.041, 1.840], [2.243, 4.559, -1.937], [3.137, 3.326, -2.025], [4.608, 4.207, -1.993], [5.568, 4.378, -3.061], [4.893, 5.004, -0.809], [2.675, 2.921, -3.635], [3.571, 2.703, -4.756], [1.420, 3.479, -4.134], [4.051, 1.811, -2.004], [3.124, 0.661, -1.825], [5.093, 1.642, -0.979], [5.859, 3.423, -3.506], [6.507, 4.805, -2.700], [5.186, 5.043, -3.842], [5.265, 4.366, 0.006], [4.002, 5.520, -0.443], [5.645, 5.775, -0.988], [3.919, 3.646, -5.190], [3.062, 2.147, -5.551], [4.430, 2.087, -4.495], [1.537, 4.527, -4.433], [0.637, 3.415, -3.379], [1.055, 2.916, -4.998], [2.636, 0.699, -0.847], [3.655, -0.287, -1.915], [2.343, 0.652, -2.586], [4.711, 1.837, 0.028], [5.953, 2.287, -1.160], [5.492, 0.625, -1.005]], "mulliken_charge": [-0.674, 0.468, -0.210, 0.496, 0.102, -1.056, -0.799, -0.740, -0.008, 0.354, -0.132, 0.606, 0.203, 0.369, -1.309, -0.281, 0.079, -0.520, -0.356, -0.066, -0.570, 0.250, -0.641, -0.783, -0.164, 0.538, -0.301, -0.354, 0.044, -0.274, -0.656, -0.455, 0.305, 0.297, 0.199, 0.127, 0.393, 0.533, 0.406, 0.344, 0.359, 0.548, 0.351, 0.384, 0.416, 0.261, 0.331, 0.371, 0.374, 0.463, 0.383, -0.811, 0.949, 0.153, -1.050, -1.112, 0.181, -1.103, -1.011, -0.014, -1.289, -1.004, 0.324, 0.437, 0.252, 0.286, 0.324, 0.410, 0.316, 0.392, 0.292, 0.288, 0.286, 0.336, 0.383, 0.437, 0.365, 0.293, 0.328, 0.358]}

Number 1: LUMO energy -2.0 eV, gap between HOMO and LUMO 8.64 eV, total energy -88262.254 eV. Number 2: LUMO energy -4.7 eV, gap between HOMO and LUMO 7.49 eV, total energy -92105.158 eV. Number 3: LUMO energy -1.0 eV, gap between HOMO and LUMO 6.92 eV, total energy -91672.160 eV.